Formula: C2H3O3S
Source: the OMol25 dataset
Level of theory: wB97M-V/def2-TZVPD

The geometry in XYZ format:
```
9
Properties=species:S:1:pos:R:3:forces:R:3
H 2.3142 -3.2459 -0.5215 0.1 -0.1 -0.4
S 0.0375 3.6598 -0.0136 0.1 -0.3 -1.8
O -0.6307 4.5628 0.9376 0.8 -1.2 -0.4
C 1.8402 -2.3251 -0.7542 -0.1 0.0 0.3
H 0.7688 -0.3606 -0.5174 0.0 0.3 -0.5
O 1.3087 4.0910 -0.5850 0.3 0.7 0.8
H -0.7050 3.7545 -1.1677 -0.4 -0.1 0.6
C 1.2736 -1.2702 -0.7663 -0.1 -0.1 0.6
O 0.0833 2.2109 0.2467 -0.7 0.7 0.8
```
Positions in Å, forces in eV/Å.

## Properties
HOMO energy ... -4.97 eV
Net charge ... -1


Formula: CHBrINO2
Source: the OMol25 dataset
Level of theory: wB97M-V/def2-TZVPD

The geometry in XYZ format:
```
7
Properties=species:S:1:pos:R:3:forces:R:3
Br -1.3032 0.6223 -2.2856 1.1 0.5 1.7
H -0.3566 0.2763 0.5906 2.1 -0.1 -2.3
O 1.8890 -0.5986 -1.7486 1.2 0.9 -0.2
N 0.9000 -0.6904 -1.0840 -1.2 -3.5 -0.5
O 0.1987 -1.7043 -1.0898 0.4 0.8 1.0
C 0.4439 0.4186 -0.2835 -3.6 0.9 0.1
I 1.7207 1.9557 -0.2539 0.1 0.6 0.3
```
Positions in Å, forces in eV/Å.

## Properties
HOMO energy (spin up / spin down) ... -10.21 / -10.21 eV
Net charge ... 0


Formula: C2H14NO3
Source: the OMol25 dataset
Level of theory: wB97M-V/def2-TZVPD

The geometry in XYZ format:
```
20
Properties=species:S:1:pos:R:3:forces:R:3
H -2.6248 -0.9950 0.2617 0.2 -0.3 0.8
H -0.7934 3.5151 0.8345 -0.3 0.0 0.5
H 0.8920 -1.8474 1.5425 -0.1 1.2 0.6
O -0.6006 2.7741 0.2576 0.3 0.3 -0.3
H 1.5701 -1.5237 -1.7411 0.0 -0.3 -0.3
H -1.0757 -0.4134 2.3473 -0.1 -0.2 -0.2
H -2.3591 0.7244 0.3889 0.2 0.2 0.3
H -0.4705 -2.5183 1.4581 -0.7 0.1 -1.0
O 1.2614 -2.3162 -1.2770 -0.1 0.4 0.4
H 0.0803 0.3212 1.3539 -0.6 0.6 -0.8
H -0.1926 3.2446 -0.4844 -0.1 -0.5 -0.1
H -1.3868 -0.2685 -0.6653 -0.2 0.3 0.0
H 0.3884 -1.7744 0.1004 -1.1 -0.6 -0.1
H 2.4567 1.6895 -1.0783 -0.1 -0.3 -0.1
H 2.5235 2.7189 -2.1229 -0.1 -0.2 -0.5
H 0.6939 -2.8183 -1.8741 0.2 0.1 -0.2
C -1.8499 -0.2308 0.3347 0.1 0.2 -2.2
O 2.2404 1.7988 -2.0138 0.2 0.5 0.6
C -0.7402 -0.3969 1.3006 0.7 -0.2 2.5
N -0.0130 -1.6837 1.0770 1.5 -1.4 0.2
```
Positions in Å, forces in eV/Å.

## Properties
HOMO energy ... -14.67 eV
Net charge ... +1


Formula: C12H17F3N2O13S
Source: the OMol25 dataset
Level of theory: wB97M-V/def2-TZVPD

The geometry in XYZ format:
```
48
Properties=species:S:1:pos:R:3:forces:R:3
O 0.7672 -2.5877 -1.4398 5.1 2.3 -0.1
O -2.1862 -5.9378 4.9808 0.3 0.2 -0.2
H 0.1940 -3.8231 2.8462 -0.1 -0.2 0.1
H -0.5040 -4.0136 0.4228 -0.1 0.0 0.1
N 2.3436 -0.8405 -2.0651 -2.3 -0.4 2.0
C 1.9531 6.1947 -3.0972 -0.4 -0.1 -0.5
C -1.9199 -7.2284 5.5247 0.0 -0.4 0.2
N -1.6377 -0.7888 -1.9589 -2.6 -3.6 -2.7
H 2.1811 5.0379 1.6189 -0.1 0.2 -0.1
O -1.1427 1.3606 0.8266 1.4 -1.2 -4.7
H -2.6227 -7.4007 6.3412 0.0 0.3 -0.2
C -2.0751 -0.6950 -3.3984 -2.6 4.7 -2.7
C -0.8563 -3.8000 2.5423 0.3 0.2 -0.6
H -0.7635 -5.5489 1.2650 0.1 0.1 0.1
O -1.6906 -4.3602 3.5654 0.1 -0.4 0.5
O 1.5137 1.3291 -2.4246 -0.4 -4.7 3.2
O -2.0186 0.3835 -1.3690 0.7 -0.1 1.0
O -2.5752 0.3938 -3.7755 2.7 -5.7 1.2
H 1.7962 5.1128 -3.1305 0.0 0.1 0.2
O 2.7946 6.5278 0.2880 -0.1 -0.2 -0.5
H 0.2042 6.7326 -4.2447 0.1 0.0 0.0
H 2.6353 6.4467 -3.9130 0.1 0.1 0.3
C -2.4372 -1.8400 -1.2549 0.2 -2.8 5.4
F 2.9649 -2.9237 -0.8834 -2.2 2.7 -1.7
C 1.4762 0.2863 -1.7001 0.4 3.6 -2.9
H -0.9051 -7.2924 5.9241 -0.1 0.0 -0.2
H 0.8278 8.0346 -3.2041 0.1 -0.1 -0.1
C 2.0948 6.0474 -0.7556 -0.1 0.3 -0.2
O 2.6101 6.5725 -1.8803 0.1 -0.3 0.5
H 2.9915 6.4466 2.3221 0.1 0.1 -0.3
C -1.2807 -5.5362 4.0697 -0.1 0.1 -0.3
O 0.6694 0.1968 -0.5261 0.8 -1.1 -1.9
H 2.3783 -0.8775 -3.0982 0.3 0.0 0.8
S -0.7094 1.1869 -0.6165 -0.8 3.2 4.6
O 1.1496 5.2984 -0.6894 0.5 0.2 0.0
H -2.0812 -7.9923 4.7605 0.2 0.1 0.1
C 2.2842 6.1236 1.5568 -0.1 -0.1 0.5
C 0.6540 6.9575 -3.2750 -0.2 0.1 0.3
H -1.1409 -2.7492 2.4459 -0.2 -0.2 0.2
F -3.4312 -2.6237 -1.9334 2.8 2.5 0.6
O -0.2885 -6.1429 3.7432 -0.4 0.2 0.3
C -1.0738 -4.5024 1.2159 0.0 -0.4 0.0
O -2.2512 -2.0876 -0.0450 -0.9 1.6 -6.1
H 1.3249 6.6122 1.7422 0.0 -0.2 0.0
F -1.9347 -1.7755 -4.3140 0.2 2.3 3.3
H -0.0671 6.7005 -2.4957 0.1 -0.1 -0.1
C 1.9182 -2.1169 -1.4621 -2.8 -3.2 0.5
H -2.1333 -4.4979 0.9479 0.1 0.2 0.0
```
Positions in Å, forces in eV/Å.

## Properties
HOMO energy ... -10.69 eV
Net charge ... 0


Formula: C7H8NO2S
Source: the OMol25 dataset
Level of theory: wB97M-V/def2-TZVPD

The geometry in XYZ format:
```
19
Properties=species:S:1:pos:R:3:forces:R:3
H -2.3113 2.0924 -0.7117 -0.5 0.4 0.5
C -1.8333 0.3172 0.0066 -0.1 -1.5 0.1
C -0.4177 0.5985 -0.0158 -2.1 -2.6 -0.3
H 3.0508 -2.0724 -0.1301 0.2 1.1 0.2
C -2.3092 -1.0575 0.0331 -1.6 0.0 0.4
H -2.9781 1.9618 0.9989 -0.2 -1.6 -2.7
O 2.2877 0.4799 -1.6624 0.2 -0.1 -0.5
H 4.3954 -0.7042 0.2317 -2.1 -0.7 -0.8
C 0.5168 -0.4183 -0.0990 -1.4 -0.6 1.0
C 3.2773 -1.0536 0.2714 1.5 1.1 2.6
H -3.7546 1.2437 -0.6699 -0.8 -0.8 0.5
H -3.3119 -1.5181 0.1263 0.4 1.2 -0.2
N -0.0205 -1.7073 -0.0357 -0.7 0.3 -0.2
H 3.1401 -0.9367 1.4062 -0.1 -0.9 -1.4
H 0.0024 1.5495 -0.0483 0.1 1.8 0.1
C -1.2288 -1.8216 0.0041 4.1 1.1 -0.1
C -2.8783 1.3839 -0.0718 2.3 3.0 1.6
O 2.1760 1.4052 0.6266 0.3 -1.5 -0.5
S 2.1972 0.2577 -0.2601 0.6 0.2 -0.1
```
Positions in Å, forces in eV/Å.

## Properties
SMILES ... CC1=CC(S(C)(=O)=O)=[N+]=C=C1
HOMO energy ... -15.08 eV
Net charge ... +1